DFT (the ωB97M-V functional and the def2-TZVPD basis) results for a cluster of 2 separate species, C9H20N3Si in total at a distorted geometry.

Structure (XYZ):
```
33
Properties=species:S:1:pos:R:3:mulliken_charge:R:1
C 1.496 1.337 1.374 -0.07
C 2.073 0.491 0.808 -0.35
C 3.359 -2.568 -1.111 -1.35
C -1.112 4.538 -0.641 -0.62
C -3.902 -0.415 -0.093 -1.14
C -1.263 -1.232 1.843 -0.87
C -0.827 -0.967 -1.121 -0.90
C 2.921 -0.532 0.291 -0.85
C 2.301 -1.836 -0.287 0.50
N -1.584 2.300 0.200 1.51
N -1.699 3.259 -0.384 -0.68
N -1.669 1.294 0.703 -0.73
Si -2.051 -0.585 0.259 0.52
H 0.904 2.190 1.778 0.42
H 3.364 -2.416 -2.249 0.30
H 4.402 -2.397 -0.665 0.29
H 3.321 -3.625 -1.089 0.43
H -1.809 5.046 -1.320 0.30
H -1.039 5.125 0.309 0.31
H -0.038 4.582 -1.020 0.29
H -4.348 -0.430 -1.086 0.38
H -4.332 -1.386 0.180 0.36
H -4.337 0.390 0.417 0.38
H -0.985 -0.508 2.578 0.42
H -1.792 -2.018 2.487 0.38
H -0.245 -1.566 1.630 0.14
H -1.158 -0.795 -2.208 0.34
H 0.059 -0.301 -1.011 0.26
H -0.434 -1.952 -1.006 0.38
H 3.492 -0.016 -0.499 0.32
H 3.499 -0.798 1.062 0.48
H 2.080 -2.447 0.606 0.17
H 1.355 -1.761 -0.736 -0.30
```

Values from the calculation:
Net charge: +1
Energy above the lowest of the compared OMol25 structures with the same formula, charge and spin, eV: 6.3443
HOMO level, eV: -12.96
Frontier orbital gap, eV: 9.28

---

DFT (the ωB97M-V functional and the def2-TZVPD basis) results for the ion C9H20N5O with charge +1 at a distorted geometry.

Structure (XYZ):
```
35
Properties=species:S:1:pos:R:3:mulliken_charge:R:1
N 2.063 -0.710 1.642 -0.98
N 2.125 -0.738 0.327 0.49
C 2.475 -1.951 -0.601 -0.56
C 2.407 -1.188 -1.979 -0.46
N 2.087 0.205 -1.687 -0.58
C 1.872 0.329 -0.461 0.04
N 1.467 1.514 0.331 0.17
C 0.403 2.387 -0.276 -0.67
C -1.090 1.811 -0.051 -0.74
N -0.861 0.465 0.303 0.61
C -1.733 0.017 1.438 -0.94
C -3.165 -0.296 1.035 -0.56
O -3.066 -1.279 0.002 -0.39
C -2.410 -0.901 -1.146 -0.70
C -0.973 -0.434 -0.837 -1.22
H 2.954 -1.055 2.015 0.25
H 1.285 -1.278 2.025 0.18
H 1.621 -2.691 -0.370 0.27
H 3.397 -2.536 -0.420 0.34
H 3.221 -1.310 -2.631 0.44
H 1.575 -1.656 -2.453 0.26
H 1.015 0.922 1.117 0.49
H 2.276 2.062 0.558 0.33
H 0.564 2.566 -1.336 0.38
H 0.545 3.415 0.243 0.34
H -1.618 2.049 -1.003 0.29
H -1.712 2.401 0.540 0.66
H -1.547 0.616 2.391 0.49
H -1.255 -0.911 1.803 0.28
H -3.867 -0.686 1.760 0.40
H -3.632 0.604 0.721 0.32
H -2.975 -0.158 -1.791 0.30
H -2.314 -1.767 -1.794 0.40
H -0.414 -1.244 -0.502 0.38
H -0.450 -0.074 -1.664 0.69
```

Values from the calculation:
Net charge: +1
SMILES: NN1CCN=C1[NH2+]CCN1CCOCC1
Energy above the lowest of the compared OMol25 structures with the same formula, charge and spin, eV: 3.1748
HOMO level, eV: -12.20
Frontier orbital gap, eV: 9.57

---

DFT (the ωB97M-V functional and the def2-TZVPD basis) results for the ion C9H20NO2 with charge +1 at a distorted geometry.

Structure (XYZ):
```
32
Properties=species:S:1:pos:R:3:mulliken_charge:R:1
C -1.339 -1.842 0.545 -1.31
C -2.575 -1.045 0.014 -0.52
C 0.229 -0.039 0.646 -1.67
C -1.501 1.056 -0.207 0.52
C 0.048 -1.417 0.064 1.89
C -1.493 2.437 0.272 -1.10
C 0.255 -1.506 -1.430 -1.60
C 2.447 0.691 1.297 -0.87
C 1.838 1.088 -1.059 -0.68
N 1.284 0.906 0.338 0.54
O -2.440 0.313 0.399 -0.36
O 0.907 -2.328 0.819 -0.60
H -1.310 -1.800 1.566 0.52
H -1.457 -2.857 0.234 0.38
H -2.858 -1.201 -1.121 0.24
H -3.417 -1.469 0.483 0.44
H -0.056 -0.070 1.728 0.27
H -1.232 0.884 -1.323 0.31
H -1.799 3.052 -0.651 0.28
H -0.560 2.818 0.845 0.27
H -2.298 2.460 0.980 0.36
H 1.360 -1.523 -1.583 0.46
H -0.193 -0.673 -2.089 0.18
H -0.142 -2.418 -1.801 0.50
H 2.809 -0.383 1.151 0.33
H 3.302 1.455 1.130 0.39
H 2.234 0.977 2.393 0.31
H 2.769 0.562 -1.423 0.37
H 0.891 1.018 -1.793 0.23
H 2.118 2.131 -1.328 0.32
H 0.962 1.743 0.712 0.17
H 1.216 -3.018 0.193 0.43
```

Values from the calculation:
Net charge: +1
Energy above the lowest of the compared OMol25 structures with the same formula, charge and spin, eV: 3.5376
HOMO level, eV: -12.06
Frontier orbital gap, eV: 9.40

---

DFT (the ωB97M-V functional and the def2-TZVPD basis) results for an isolated molecule of C9H20NOPS3 at a distorted geometry.

Structure (XYZ):
```
35
Properties=species:S:1:pos:R:3:mulliken_charge:R:1
C 2.171 -3.276 -0.601 -1.46
C 1.436 -1.980 -0.634 0.02
O 1.433 -1.469 0.697 -0.33
P 0.953 0.103 0.828 0.51
S 0.768 0.626 2.727 -0.42
S -0.923 0.468 -0.079 -0.30
C -2.095 -0.407 1.042 0.32
C -2.645 -1.592 0.254 -1.55
C -3.259 0.513 1.526 -0.63
C -4.035 1.204 0.390 -1.15
N 2.140 1.071 0.014 0.29
C 3.466 0.681 0.211 -0.23
S 4.679 1.743 -0.177 -0.27
C 1.713 2.406 -0.438 -0.98
C 1.833 2.415 -1.961 -0.94
H 1.843 -3.892 0.229 0.35
H 3.207 -3.092 -0.510 0.35
H 2.017 -3.795 -1.571 0.38
H 1.882 -1.321 -1.378 0.32
H 0.420 -2.185 -0.951 0.29
H -1.545 -0.762 1.945 0.43
H -2.808 -1.291 -0.780 0.40
H -3.574 -2.002 0.617 0.40
H -1.911 -2.421 0.290 0.34
H -2.816 1.284 2.180 0.26
H -3.956 -0.125 2.135 0.37
H -3.418 1.917 -0.145 0.33
H -4.912 1.752 0.794 0.36
H -4.449 0.483 -0.316 0.29
H 3.728 -0.218 0.740 0.36
H 0.734 2.708 -0.101 0.50
H 2.401 3.156 0.052 0.45
H 1.553 3.390 -2.306 0.43
H 2.863 2.193 -2.311 0.28
H 1.108 1.716 -2.415 0.23
```

Values from the calculation:
SMILES: CCO[P@](=S)(S[C@H](C)CC)N(C=S)CC
Energy above the lowest of the compared OMol25 structures with the same formula, charge and spin, eV: 0.1315
HOMO level, eV: -8.55
Frontier orbital gap, eV: 8.68

---

DFT (the ωB97M-V functional and the def2-TZVPD basis) results for a cluster of 2 separate species, C9H20NSi in total at a distorted geometry.

Structure (XYZ):
```
31
Properties=species:S:1:pos:R:3:mulliken_charge:R:1
C 1.804 0.902 -2.116 0.22
C 0.852 0.212 -2.298 -0.30
C -2.964 1.403 0.464 -1.09
C 0.483 2.787 1.288 -1.38
C 1.797 -1.593 0.976 -1.19
C -2.233 0.244 1.220 -0.34
C 0.716 1.507 0.532 -0.11
C 0.355 -1.489 1.508 -0.44
C -0.118 -0.668 -2.632 -1.18
N 0.092 -1.786 -3.474 -0.28
Si -0.475 0.075 0.807 -0.05
H 2.587 1.683 -2.102 0.42
H -2.504 2.342 0.791 0.27
H -2.797 1.281 -0.596 0.30
H -3.956 1.344 0.743 0.43
H 1.379 3.442 1.220 0.39
H -0.359 3.410 0.889 0.27
H 0.356 2.607 2.303 0.40
H 2.289 -2.600 1.096 0.34
H 1.843 -1.237 -0.102 0.28
H 2.428 -0.813 1.341 0.37
H -2.799 -0.761 1.132 0.39
H -2.279 0.548 2.325 0.34
H 1.746 1.266 0.546 0.54
H 0.483 1.596 -0.481 0.10
H 0.512 -1.590 2.555 0.46
H -0.146 -2.330 1.074 0.36
H -1.183 -0.424 -2.651 0.38
H 0.161 -2.687 -2.906 0.34
H -0.505 -1.808 -4.265 0.35
H 1.079 -1.761 -3.866 0.40
```

Values from the calculation:
Net charge: +1
Energy above the lowest of the compared OMol25 structures with the same formula, charge and spin, eV: 6.4405
HOMO level, eV: -10.28
Frontier orbital gap, eV: 5.95

---

DFT (the ωB97M-V functional and the def2-TZVPD basis) results for a structure of composition C9H21AlClIO2P2 at a distorted geometry.

Structure (XYZ):
```
37
Properties=species:S:1:pos:R:3:mulliken_charge:R:1
C 0.012 2.102 -0.137 0.45
C 0.021 2.507 1.342 0.32
H 0.015 3.062 -0.678 0.28
H -0.865 1.500 -0.360 -0.46
H 0.882 1.490 -0.366 -0.46
O 0.038 3.682 1.692 -0.44
I -0.001 1.082 2.897 0.13
Al -0.011 -1.803 -1.202 0.29
P 2.177 -0.879 -0.428 1.05
C 2.966 0.506 0.537 -1.12
C 3.272 -2.162 0.313 -1.22
H 4.317 -1.822 0.212 0.43
H 4.126 -0.771 -1.784 0.39
H 3.144 -3.134 -0.187 0.43
H 2.695 -1.214 -2.811 0.46
H 3.146 0.202 1.573 0.39
H 3.022 -2.265 1.382 0.40
C 3.069 -0.553 -2.015 -1.31
H 3.931 0.763 0.087 0.43
H 2.942 0.483 -2.336 0.39
H 2.368 1.417 0.567 0.31
P -2.186 -0.851 -0.427 1.05
C -2.962 0.543 0.537 -1.12
C -3.078 -0.519 -2.012 -1.31
H -3.174 -3.096 -0.180 0.44
H -4.335 -1.773 0.217 0.43
H -3.044 -2.225 1.387 0.40
C -3.292 -2.121 0.318 -1.22
H -2.715 -1.188 -2.807 0.46
H -4.138 -0.722 -1.778 0.39
H -3.922 0.813 0.084 0.43
H -2.352 1.446 0.570 0.31
H -2.939 0.514 -2.337 0.39
H -3.150 0.240 1.572 0.39
Cl -0.023 -3.889 -1.561 -0.09
O 0.024 4.877 4.150 -0.14
C 0.019 3.758 3.966 0.07
```

Values from the calculation:
Net charge: +2
Energy above the lowest of the compared OMol25 structures with the same formula, charge and spin, eV: 0.7376
HOMO level, eV: -14.80
Frontier orbital gap, eV: 5.32